{"formula": "C51H105BNO41P6", "method": "ωB97M-V with the def2-TZVPD basis set", "symbols": ["O", "C", "O", "B", "O", "C", "O", "O", "C", "O", "C", "O", "O", "C", "C", "N", "H", "H", "H", "C", "C", "O", "P", "O", "O", "C", "C", "O", "C", "C", "H", "H", "H", "H", "H", "H", "H", "H", "H", "H", "H", "H", "H", "H", "H", "C", "C", "O", "P", "O", "O", "C", "C", "O", "C", "C", "H", "H", "H", "H", "H", "H", "H", "H", "H", "H", "H", "H", "H", "H", "H", "C", "C", "O", "P", "O", "O", "C", "C", "O", "C", "C", "H", "H", "H", "H", "H", "H", "H", "H", "H", "H", "H", "H", "H", "H", "H", "C", "C", "O", "P", "O", "O", "C", "C", "O", "C", "C", "H", "H", "H", "H", "H", "H", "H", "H", "H", "H", "H", "H", "H", "H", "H", "C", "C", "O", "P", "O", "O", "C", "C", "O", "C", "C", "H", "H", "H", "H", "H", "H", "H", "H", "H", "H", "H", "H", "H", "H", "H", "C", "C", "O", "P", "O", "O", "C", "C", "O", "C", "C", "H", "H", "H", "H", "H", "H", "H", "H", "H", "H", "H", "H", "H", "H", "H", "C", "C", "O", "C", "O", "O", "H", "H", "H", "H", "C", "C", "O", "C", "O", "O", "H", "H", "H", "H", "C", "C", "O", "C", "O", "O", "H", "H", "H", "H"], "coordinates": [[0.82263, 1.21577, 3.18271], [0.66102, 0.78757, 2.02741], [0.68181, 1.50443, 0.92966], [0.22048, 0.69300, -0.24164], [0.03603, -0.65618, 0.35938], [0.25768, -0.62786, 1.62974], [0.03158, -1.48060, 2.44250], [1.09017, 0.60035, -1.39960], [0.49710, 1.14210, -2.47470], [1.03084, 1.30308, -3.52778], [-0.89873, 1.46722, -2.04888], [-1.03961, 1.19166, -0.77831], [-1.80019, 2.06672, -2.73680], [-1.43988, 2.21736, -6.25463], [-2.28516, 3.37005, -6.49102], [-3.01745, 4.26274, -6.69081], [-0.56875, 2.43799, -6.87154], [-1.99898, 1.37411, -6.66012], [-1.31968, 2.22346, -5.17129], [-1.80805, -2.74468, -1.46405], [-1.09411, -3.66300, -0.44874], [-1.25371, -5.02148, -0.74949], [-2.53835, -5.87380, -0.43542], [-3.64713, -5.12385, 0.16390], [-2.79985, -6.56250, -1.89118], [-4.21654, -6.54905, -2.32764], [-4.42852, -5.69669, -3.58751], [-1.92461, -7.06884, 0.53237], [-1.02493, -8.02535, 0.14478], [0.37701, -7.46109, -0.27534], [-2.87856, -2.93235, -1.54713], [-1.75941, -1.66055, -1.36208], [-1.32400, -2.92873, -2.42318], [-0.03291, -3.41555, -0.42177], [-1.40166, -3.36100, 0.55242], [-4.64588, -7.53557, -2.50239], [-4.77289, -6.11594, -1.49638], [-3.72040, -5.98105, -4.36585], [-5.47024, -5.73656, -3.90582], [-4.20390, -4.65089, -3.37785], [-0.80783, -8.69072, 0.98039], [-1.45308, -8.66586, -0.62629], [1.03859, -8.27362, -0.57568], [0.25697, -6.74155, -1.08525], [0.83742, -6.92538, 0.55481], [3.38389, 3.67944, 0.93443], [3.50782, 5.15997, 1.35639], [2.78567, 5.33420, 2.57061], [1.54628, 6.38772, 2.74564], [0.35040, 6.01437, 1.97943], [1.41310, 6.48175, 4.33075], [1.16109, 5.24167, 5.10685], [0.67863, 5.60792, 6.50085], [2.13006, 7.80537, 2.24101], [3.31222, 8.34193, 2.81549], [3.71589, 9.75655, 2.28155], [3.59491, 3.47050, -0.11433], [3.96261, 3.02966, 1.59092], [2.34576, 3.35012, 0.97847], [4.55250, 5.46824, 1.39781], [3.14549, 5.74327, 0.50988], [0.58909, 4.47821, 4.57955], [2.12260, 4.74829, 5.24896], [1.40497, 6.23783, 7.01441], [-0.22704, 6.20339, 6.38570], [0.37354, 4.77212, 7.13051], [3.20865, 8.34411, 3.90055], [4.09734, 7.61237, 2.61691], [3.00717, 10.52203, 2.59756], [4.62262, 10.07207, 2.79768], [3.86316, 9.99878, 1.22906], [6.88881, -5.00584, -2.59403], [6.17143, -5.17978, -1.28199], [4.93876, -4.67324, -1.61101], [3.86228, -4.65789, -0.43435], [3.52621, -5.94841, 0.22075], [4.42537, -3.52310, 0.58183], [4.59892, -2.24376, 0.05909], [3.88094, -1.34606, 1.10982], [2.57359, -3.88173, -1.11583], [2.14272, -4.27798, -2.42561], [1.83965, -2.98315, -3.17019], [6.47189, -4.10211, -3.03849], [7.95978, -4.83723, -2.48126], [6.68353, -5.84972, -3.25268], [6.05426, -6.22226, -0.98602], [6.65891, -4.61363, -0.48831], [5.63449, -1.90460, 0.03311], [4.13085, -2.03153, -0.90215], [4.19804, -0.34861, 0.80547], [2.79890, -1.41637, 0.99867], [4.19078, -1.56263, 2.13216], [2.93503, -4.81033, -2.95187], [1.26605, -4.85510, -2.13151], [0.99601, -2.45175, -2.72974], [2.67505, -2.30305, -3.00380], [1.74527, -3.11186, -4.24844], [-3.44884, -0.08719, 1.83210], [-3.68869, -1.56935, 1.59305], [-4.85375, -1.96357, 2.37843], [-4.91220, -1.93656, 4.04989], [-4.11915, -0.87718, 4.79432], [-6.47222, -1.85708, 4.30054], [-7.30070, -2.94387, 3.90264], [-8.83140, -2.50274, 4.03337], [-4.44590, -3.45586, 4.44623], [-3.09679, -3.79958, 4.63513], [-2.67872, -4.93067, 3.70485], [-2.83231, 0.46130, 1.11995], [-4.40126, 0.44259, 1.81371], [-3.04042, 0.06451, 2.83124], [-3.89626, -1.79555, 0.54717], [-2.93195, -2.19827, 2.06201], [-7.13980, -3.25875, 2.87159], [-7.12359, -3.84909, 4.48343], [-9.09762, -2.18756, 5.04228], [-9.14385, -1.65722, 3.42055], [-9.37707, -3.41921, 3.80877], [-2.44497, -2.94082, 4.47460], [-2.92385, -4.14497, 5.65439], [-3.44345, -5.70703, 3.72853], [-2.49155, -4.56645, 2.69470], [-1.70353, -5.33277, 3.97950], [7.24749, 4.03712, -0.93501], [6.76559, 5.37821, -1.42626], [6.29984, 5.37426, -2.73991], [4.76316, 5.76754, -3.13772], [3.77820, 5.31749, -2.14407], [4.99996, 7.37346, -3.51457], [4.57604, 8.30741, -2.54338], [5.45693, 9.60230, -2.62519], [4.58243, 5.13003, -4.65813], [3.31510, 5.04640, -5.26016], [2.57642, 3.82715, -4.87549], [6.37626, 3.41514, -0.72961], [7.89398, 3.59371, -1.69233], [7.77028, 4.04828, 0.02138], [5.98461, 5.62650, -0.70757], [7.51338, 6.17039, -1.38928], [3.50582, 8.51311, -2.52320], [4.66620, 7.99941, -1.50170], [5.72006, 9.78866, -3.66641], [4.87772, 10.42120, -2.19855], [6.40466, 9.45275, -2.10795], [2.70430, 5.87455, -4.90073], [3.48470, 5.14626, -6.33224], [3.05964, 2.94932, -5.30445], [2.63470, 3.80135, -3.78736], [1.52726, 3.85831, -5.16944], [-8.72925, 1.09559, -6.55751], [-7.35433, 1.87997, -6.42605], [-6.51682, 1.12571, -5.53976], [-5.72502, -0.23399, -5.99247], [-4.84986, -0.11045, -7.19622], [-4.94426, -0.75611, -4.61431], [-3.68891, -0.30445, -4.25764], [-2.63175, -1.22274, -4.78501], [-6.89590, -1.37156, -6.12688], [-7.88104, -1.79151, -5.20835], [-7.40957, -3.10038, -4.42383], [-8.62520, 0.17594, -7.13328], [-9.08703, 0.82233, -5.56482], [-9.48872, 1.61445, -7.14238], [-6.90406, 1.93364, -7.41725], [-7.53319, 2.89677, -6.07645], [-3.53206, 0.70487, -4.63813], [-3.63001, -0.26609, -3.16991], [-2.85131, -2.26973, -4.57594], [-2.74532, -1.25458, -5.86860], [-1.68201, -0.98940, -4.30371], [-7.96289, -0.91963, -4.55933], [-8.89329, -2.00584, -5.55115], [-7.40363, -3.95424, -5.10130], [-6.45068, -2.94441, -3.92953], [-8.19044, -3.34982, -3.70543], [3.82426, 0.63928, 4.40541], [3.47766, 1.83791, 5.35198], [4.60599, 2.65091, 5.31150], [5.59581, 1.93380, 4.69282], [6.67913, 2.44467, 4.38560], [5.19171, 0.65740, 4.43227], [3.35429, 0.87417, 3.45040], [3.34962, -0.29633, 4.70114], [3.27549, 1.48976, 6.36491], [2.65464, 2.45448, 4.99062], [-0.66950, -0.60497, 6.20567], [-1.25921, 0.74778, 5.86612], [-1.61965, 1.19393, 7.18963], [-0.86878, 0.52255, 8.10961], [-0.87253, 0.77041, 9.31288], [-0.12256, -0.41212, 7.51226], [0.04125, -0.81695, 5.40692], [-1.34939, -1.45373, 6.27953], [-2.17556, 0.71957, 5.27653], [-0.58917, 1.46213, 5.38777], [0.80819, -4.41703, 3.53547], [2.20332, -4.18203, 2.99242], [2.85046, -3.46260, 4.04559], [1.91048, -3.14342, 5.00206], [2.14052, -2.57207, 6.10843], [0.71378, -3.63635, 4.64903], [0.61548, -5.46101, 3.78259], [0.10266, -3.98127, 2.82804], [2.15865, -3.51517, 2.13137], [2.77430, -5.06290, 2.69888]], "atomic_forces_ev_per_a": [[-0.134, -1.244, -2.820], [0.242, 1.681, 2.485], [0.122, 0.156, -0.701], [0.173, -0.520, 0.581], [-0.053, -0.405, -1.050], [-0.571, 0.328, 1.520], [0.213, -0.896, 0.025], [0.458, 0.399, -0.011], [1.369, -0.714, 0.253], [-0.327, 0.071, -0.312], [-4.942, 3.645, -2.187], [-0.329, 0.009, 0.012], [3.780, -2.825, 2.253], [-0.618, 0.918, -0.439], [-2.612, 2.579, -0.695], [1.800, -1.976, 0.460], [0.455, -0.580, 0.501], [0.293, -0.321, 0.283], [0.629, -0.655, -0.037], [0.234, -0.450, -0.696], [-0.220, 2.842, 0.427], [0.218, -0.438, -0.238], [0.887, -1.312, 0.141], [0.265, -0.547, -0.053], [-1.063, 0.126, 0.813], [-0.337, 0.840, 0.002], [0.875, 0.201, 0.739], [-2.399, 2.748, -0.370], [2.696, -1.208, -0.932], [-1.125, -0.037, 0.047], [-0.003, -0.480, 0.032], [0.513, -0.068, 0.830], [-0.302, -0.168, -0.332], [0.164, -0.382, -0.401], [-0.432, -0.635, 0.242], [0.800, -0.372, 0.145], [-0.160, -0.014, -0.149], [-0.315, -0.260, -0.202], [0.109, -0.258, -0.137], [-0.032, 0.095, 0.154], [-0.448, 0.127, 0.340], [0.031, 0.089, -0.319], [-0.059, 0.013, -0.016], [0.195, -0.235, -0.100], [-0.003, -0.065, 0.049], [-0.401, 0.068, 0.173], [-0.373, -1.227, -1.794], [-0.352, 1.311, 0.772], [0.513, -0.832, -1.317], [0.508, 0.310, 0.575], [-0.178, -0.779, -0.125], [1.369, -0.320, 0.602], [-0.961, 0.824, -0.648], [-0.874, -0.299, 0.444], [1.044, 0.301, -0.480], [-0.597, 0.150, 0.992], [0.687, 0.411, -0.016], [0.112, -0.046, -0.050], [-0.135, 0.266, 0.470], [0.137, -0.071, 0.891], [-0.663, 0.292, 0.240], [-0.631, 0.633, -0.244], [0.350, 0.209, -0.297], [0.093, -0.193, -0.007], [-0.102, 0.163, 0.098], [0.410, -0.264, -0.248], [-0.062, 0.443, 0.057], [0.355, 0.155, -0.117], [-0.418, -0.206, 0.161], [0.247, -0.328, 0.017], [-0.029, -1.019, -0.205], [0.881, -0.014, -0.239], [1.955, -0.794, -0.462], [-3.317, 0.774, 0.653], [-2.071, 0.797, 0.754], [0.731, 1.396, -0.662], [-0.428, -2.986, -1.241], [-0.964, 2.719, 1.731], [0.665, 0.422, -1.365], [2.807, -0.713, 1.440], [-0.589, 0.743, 0.191], [0.228, 0.118, 0.321], [0.163, -0.042, -0.156], [0.053, -0.320, -0.057], [0.160, 0.096, -0.083], [0.283, -0.058, 0.156], [-0.132, 0.066, 0.185], [0.271, -0.638, -0.087], [0.073, -0.545, -0.106], [-0.292, 0.437, 0.495], [0.016, -0.121, 0.071], [0.052, -0.048, -0.137], [-0.273, -0.384, 0.116], [-0.106, -0.437, -1.161], [-0.252, -0.199, -0.213], [0.230, -0.058, -0.127], [-0.300, -0.100, 0.096], [0.046, 0.471, 0.195], [-0.113, 0.372, 1.475], [-0.957, 0.262, 2.016], [2.625, 0.942, -0.601], [-1.661, -2.127, -1.776], [0.889, -0.607, 0.005], [-2.595, 0.283, -0.318], [1.539, -0.621, 0.404], [-1.886, 1.404, -0.334], [1.621, -0.422, -0.084], [0.098, 0.386, -0.213], [0.258, -0.508, -0.247], [-0.185, -0.132, -0.011], [0.025, 0.004, -0.061], [-0.029, -0.321, 0.260], [0.747, 0.134, -0.917], [0.302, 0.444, -0.175], [0.098, 0.288, 0.460], [0.311, -0.274, 0.222], [0.359, -0.309, -0.479], [-0.362, 0.230, -0.168], [-0.021, 0.176, 0.088], [-0.382, 0.229, 0.219], [0.176, -0.085, -0.252], [-0.597, -0.064, -0.231], [-0.182, -0.143, 0.498], [0.079, -0.537, -0.456], [0.056, 0.615, 1.968], [-1.981, -0.418, -2.128], [1.795, -0.338, -1.965], [0.136, 0.970, -0.329], [-1.171, -2.073, 0.675], [0.537, 1.879, 1.508], [-0.734, -1.230, -0.517], [2.199, 0.775, 2.846], [-1.127, 1.269, -0.310], [0.178, -0.944, 0.350], [0.003, -0.251, -0.415], [-0.025, -0.298, 0.116], [0.181, 0.535, -0.090], [-0.329, 0.538, -0.198], [0.256, -0.137, 0.180], [-0.137, 0.136, -1.089], [0.535, -0.875, 0.049], [-0.267, 0.266, -0.038], [0.295, 0.124, -0.041], [-0.144, 0.052, 0.201], [0.008, 0.474, -0.343], [-0.036, 0.061, 0.025], [-0.169, -0.202, 0.183], [-0.259, -0.446, 0.002], [0.074, 0.036, -0.079], [0.862, 0.382, -0.300], [-1.785, -1.574, -1.145], [1.132, -1.009, 0.264], [0.044, -0.661, 0.749], [-1.450, -0.177, 1.679], [-3.678, 0.247, -2.352], [1.489, 0.824, 0.529], [-0.441, -0.884, -0.240], [1.431, 0.524, -1.665], [1.171, -0.577, 2.758], [-0.860, 1.358, -0.792], [0.482, -0.112, 0.182], [-0.182, 0.252, -0.065], [0.016, 0.577, 0.389], [0.218, 0.099, 0.066], [0.401, -0.282, 0.501], [0.128, 0.155, 0.159], [-0.244, 0.147, 0.065], [-0.181, -0.082, 0.723], [0.979, 0.612, -0.231], [0.282, 0.124, -0.750], [-0.411, -0.393, 0.734], [0.343, 0.271, -1.188], [0.396, 0.131, -0.195], [-0.105, -0.093, -0.108], [0.078, 0.189, 0.302], [-3.354, 1.214, 0.732], [-1.728, -1.053, -0.042], [1.971, -0.661, -0.727], [2.578, 2.170, -0.697], [-2.984, -2.008, 1.000], [2.293, 0.653, -0.353], [0.665, 0.028, -0.540], [0.595, -0.108, 0.436], [0.070, 0.117, 0.130], [-0.214, -0.412, -0.011], [0.287, -0.091, -1.464], [-1.135, -0.206, 0.632], [0.304, 0.197, 0.766], [-0.379, 1.262, 2.024], [0.044, -0.596, -2.740], [0.254, -0.032, -0.055], [0.609, -0.350, 0.637], [-0.404, 0.323, -0.189], [0.036, -0.296, 0.056], [0.367, -0.186, 0.239], [-0.301, -0.759, -2.221], [0.274, 0.489, -0.636], [-0.652, 0.475, 1.429], [1.535, 1.185, 3.692], [-0.792, -2.014, -4.935], [0.347, 1.441, 2.455], [-0.164, 0.004, -0.070], [-0.281, -0.669, -0.155], [0.057, -0.035, -0.062], [-0.028, 0.007, 0.319]], "total_charge": -1, "gap_ha": 0.3790, "homo_energy_ha": -0.311, "energy_ev": -196458.6297}


{"formula": "C7H15NOS", "method": "ωB97M-V with the def2-TZVPD basis set", "symbols": ["C", "C", "C", "C", "O", "N", "C", "C", "S", "C", "H", "H", "H", "H", "H", "H", "H", "H", "H", "H", "H", "H", "H", "H", "H"], "coordinates": [[3.36878, -0.97968, 0.78338], [3.32882, -0.36211, -0.60865], [1.90817, -0.35086, -1.17540], [1.03470, 0.62971, -0.41188], [1.38790, 1.75580, -0.13231], [-0.17443, 0.13781, -0.04570], [-1.19176, 0.96538, 0.55320], [-2.36565, 1.17627, -0.39614], [-3.19854, -0.39252, -0.82289], [-4.21149, -0.62419, 0.66506], [3.00963, -2.00717, 0.76000], [2.74252, -0.40924, 1.46548], [4.38498, -0.98027, 1.17011], [3.68628, 0.66750, -0.56007], [3.98255, -0.92269, -1.28002], [1.93570, -0.01428, -2.21486], [1.47870, -1.35355, -1.14784], [-0.48248, -0.75854, -0.39200], [-1.53531, 0.50688, 1.48730], [-0.72239, 1.92653, 0.78124], [-2.01522, 1.58594, -1.34265], [-3.10996, 1.84473, 0.03471], [-4.78475, -1.53229, 0.51194], [-3.57511, -0.73251, 1.53836], [-4.88163, 0.22334, 0.77965]], "atomic_forces_ev_per_a": [[0.078, 0.109, -0.196], [-0.135, -0.087, 0.066], [0.324, 0.272, -0.002], [-0.098, -0.518, -0.107], [0.292, 0.386, -0.003], [-0.352, -0.199, 0.022], [-0.062, 0.262, 0.055], [-0.117, -0.494, 0.074], [-0.071, 0.152, 0.003], [0.380, 0.163, -0.317], [-0.032, -0.113, 0.050], [-0.051, 0.023, 0.144], [0.056, -0.030, 0.116], [0.030, -0.027, -0.091], [0.000, 0.062, -0.031], [-0.086, -0.030, -0.008], [-0.033, -0.025, -0.050], [0.158, 0.037, 0.009], [0.021, 0.124, -0.058], [-0.075, -0.146, 0.061], [-0.004, 0.089, 0.023], [0.013, 0.100, -0.030], [-0.067, -0.066, 0.054], [-0.078, -0.041, 0.136], [-0.092, -0.004, 0.082]], "total_charge": 0, "gap_ha": 0.3562, "de_lowest_kj_mol": 31.9, "homo_energy_ha": -0.327, "energy_ev": -21875.9194}


{"formula": "C2H3Cl2O2Si", "method": "ωB97M-V with the def2-TZVPD basis set", "symbols": ["C", "C", "O", "O", "Si", "Cl", "Cl", "H", "H", "H"], "coordinates": [[2.76729, 1.46795, 2.82863], [-0.29971, 0.11438, -0.24960], [3.32088, 2.53956, 2.55978], [3.02880, 0.42470, 3.38802], [0.83570, 1.68145, 1.99239], [0.50139, 3.53564, 1.42820], [-0.15182, 1.66846, 3.89459], [0.00867, -0.82803, 0.09980], [-1.25137, 0.33882, -0.57661], [0.31183, 0.57244, -0.97100]], "atomic_forces_ev_per_a": [[0.690, 0.493, -1.034], [1.804, 1.728, 1.874], [-0.382, -0.620, 0.403], [-0.276, 0.098, 0.049], [0.066, -2.949, 0.221], [-0.452, 2.256, -0.971], [-0.438, -0.223, -0.239], [-0.013, -1.094, 0.215], [-2.471, -0.036, 0.175], [1.472, 0.346, -0.693]], "total_charge": -1, "gap_ha": [0.2451, 0.2558], "de_lowest_kj_mol": 297.5, "homo_energy_ha": [-0.128, -0.141], "energy_ev": -39142.0308}


no.,F_max (eV Å⁻¹)
1,6.52
2,0.54
3,3.12